# C28H79AsF6N7O8

C28H79AsF6N7O8 as an isolated structure (the ωB97M-V functional and the def2-TZVPD basis, the Open Molecules 2025 dataset).

Structure (XYZ):
```
129
Properties=species:S:1:pos:R:3:mulliken_charge:R:1
As 29.3442 -25.6135 -14.2265 2.21
F 30.3991 -25.2574 -12.8938 -0.60
F 29.8549 -24.2403 -15.1227 -0.47
F 28.2124 -26.0902 -15.4568 -0.31
F 28.7419 -26.9269 -13.2657 -0.52
F 28.1561 -24.5438 -13.5218 -0.66
F 30.6029 -26.5344 -14.9710 -0.45
O 26.4807 -24.2643 -16.4736 -0.55
H 25.9323 -23.6275 -16.0019 0.27
H 26.8565 -24.8208 -15.7787 0.11
C 24.2827 -26.6673 -16.0389 -1.48
C 25.2913 -27.5178 -16.7632 0.93
C 26.1450 -28.3524 -15.8333 -0.08
O 27.0745 -29.1019 -16.6100 -0.39
C 28.0726 -29.6382 -15.8002 -0.12
N 24.5861 -28.3870 -17.7432 -0.82
H 23.7916 -25.9550 -16.7022 0.29
H 24.6549 -26.0772 -15.2001 0.16
H 23.4755 -27.2930 -15.6343 0.46
H 25.9884 -26.9433 -17.3769 0.03
H 25.5409 -29.0715 -15.2537 0.30
H 26.7260 -27.7265 -15.1547 -0.18
H 28.6002 -30.4649 -16.2624 -0.05
H 27.5636 -30.0009 -14.8832 0.34
H 28.7625 -28.9227 -15.3301 -0.09
H 25.2903 -29.0251 -18.1079 0.34
H 23.9829 -29.0155 -17.2109 0.31
C 35.8557 -23.1841 -18.9385 -1.34
C 35.2160 -24.5300 -19.2779 0.62
C 33.7900 -24.6041 -18.7886 -0.77
O 33.7717 -24.7919 -17.3994 -0.34
C 32.4898 -25.1071 -16.9238 -0.79
N 35.1994 -24.6837 -20.7311 -0.72
H 35.7609 -22.9148 -17.8874 0.20
H 35.3299 -22.4120 -19.5076 0.37
H 36.9077 -23.1934 -19.2277 0.39
H 35.7941 -25.3005 -18.7467 0.22
H 33.2480 -25.4391 -19.2655 0.21
H 33.2418 -23.6880 -19.0601 0.30
H 32.1621 -26.0216 -17.4473 0.49
H 31.7123 -24.3777 -17.1835 0.46
H 32.4725 -25.3167 -15.8627 0.00
H 36.1490 -24.7437 -21.0899 0.27
H 34.8329 -25.6027 -20.9711 0.25
C 28.4638 -24.4514 -23.4092 -1.62
C 27.9134 -25.2384 -22.2120 0.67
C 28.9775 -25.2296 -21.1341 -1.02
O 28.5108 -25.9118 -20.0103 -0.30
C 29.2933 -25.6658 -18.8737 -0.79
N 26.6451 -24.6644 -21.7367 -0.67
H 28.9565 -23.5189 -23.1167 0.40
H 27.6833 -24.1888 -24.1287 0.43
H 29.1803 -25.0544 -23.9750 0.40
H 27.8308 -26.2594 -22.5950 0.21
H 29.2365 -24.1756 -20.9351 0.36
H 29.8902 -25.7059 -21.5283 0.38
H 30.3633 -25.9049 -18.9532 0.38
H 28.8856 -26.1181 -17.9725 0.19
H 29.2904 -24.5832 -18.6542 0.37
H 26.4391 -23.8999 -22.3799 0.26
H 26.8399 -24.1225 -20.8947 0.27
C 32.5710 -22.1506 -15.0091 -1.07
C 33.9230 -22.5540 -14.3996 0.80
C 34.1424 -21.8319 -13.0767 -0.97
O 34.3910 -20.4703 -13.3423 -0.29
C 34.5869 -19.7322 -12.1706 -0.71
N 34.2083 -23.9992 -14.2608 -0.83
H 31.7723 -22.8282 -14.7033 0.04
H 32.5340 -22.1112 -16.1004 0.14
H 32.4218 -21.1165 -14.6890 0.56
H 34.7453 -22.1760 -15.0210 0.15
H 35.0324 -22.2779 -12.6100 0.47
H 33.2893 -22.0168 -12.4064 0.27
H 33.7332 -19.7741 -11.4827 0.26
H 34.7146 -18.6839 -12.4478 0.26
H 35.4933 -20.0500 -11.6379 0.31
H 33.3750 -24.3418 -13.7804 0.33
H 34.1688 -24.3629 -15.2072 0.37
C 25.4430 -22.7646 -12.5623 -1.28
C 26.4355 -21.7092 -13.0088 0.35
C 27.6860 -21.7370 -12.1559 -0.45
O 28.6063 -20.7838 -12.6703 -0.32
C 29.6660 -20.5450 -11.7937 -0.77
N 26.7287 -21.9501 -14.4302 -0.59
H 24.5242 -22.6066 -13.1358 0.40
H 25.1316 -22.7017 -11.5176 0.42
H 25.8038 -23.7664 -12.7961 0.04
H 26.0059 -20.7049 -12.9405 0.45
H 28.1703 -22.7186 -12.1877 0.03
H 27.4355 -21.4878 -11.1145 0.47
H 30.2172 -19.6497 -12.0898 0.27
H 30.3305 -21.4134 -11.7177 0.27
H 29.3495 -20.2784 -10.7680 0.33
H 27.3917 -21.2425 -14.7399 0.29
H 27.3244 -22.7803 -14.4628 0.05
C 31.1866 -32.0134 -16.2190 -1.28
C 31.6401 -31.3282 -14.9103 0.42
C 31.8911 -29.8401 -15.0802 0.19
O 32.7245 -29.6328 -16.1874 -0.41
C 33.5433 -28.4826 -16.0450 -0.64
N 30.7020 -31.5269 -13.8091 -0.70
H 30.0963 -32.0678 -16.2558 0.30
H 31.5082 -33.0558 -16.2483 0.35
H 31.5632 -31.4380 -17.0618 0.31
H 32.5923 -31.7767 -14.6146 0.29
H 32.4000 -29.4959 -14.1653 0.41
H 30.9535 -29.2680 -15.0821 -0.51
H 34.2601 -28.4105 -16.8604 0.29
H 34.1488 -28.6244 -15.1387 0.42
H 32.9518 -27.5740 -15.9586 0.11
H 30.3082 -32.4618 -13.8510 0.28
H 29.8770 -30.9414 -13.9171 0.24
C 25.9001 -26.0759 -10.4413 -1.61
C 26.8934 -27.2236 -10.5284 2.05
C 27.9403 -27.1915 -9.4218 -0.88
O 28.6868 -28.3937 -9.3546 -0.43
C 29.8764 -28.3372 -10.0899 -0.51
N 26.2160 -28.5202 -10.5351 -0.80
H 25.3873 -26.1106 -11.4100 0.23
H 26.3186 -25.0816 -10.3112 0.33
H 25.1176 -26.2836 -9.7061 0.47
H 27.4502 -27.0895 -11.4697 -0.76
H 27.4080 -27.0452 -8.4741 0.39
H 28.6305 -26.3579 -9.5778 0.33
H 30.5122 -27.4828 -9.8206 0.31
H 29.7382 -28.3153 -11.1793 0.11
H 30.4810 -29.2262 -9.8903 0.29
H 25.6806 -28.6303 -11.3898 0.28
H 26.9335 -29.2362 -10.5803 0.28
```

The energy above the lowest of the compared OMol25 structures with the same formula, charge and spin comes out at 0.0 kcal per mole. For the HOMO energy, the calculation gives -6.925 eV. The total energy is -134274.6646 eV. The spin multiplicity is 1. For the LUMO energy, the calculation gives 2.4 eV. As for the net charge: -1. The frontier orbital gap is 9.33 eV.

---

# C28H79N7O8

A 8-piece molecular cluster, C28H79N7O8 overall (the ωB97M-V functional and the def2-TZVPD basis, the Open Molecules 2025 dataset).

Structure (XYZ):
```
122
Properties=species:S:1:pos:R:3:mulliken_charge:R:1
C 7.0808 -0.7673 -2.2553 -0.64
O 6.4655 -1.4602 -1.2358 -0.35
C 5.4616 -0.7288 -0.5772 -0.52
C 4.6879 -1.6821 0.3145 0.07
C 4.2520 -2.8406 -0.5641 -0.94
N 3.5668 -0.9942 0.8771 -0.21
H 6.4953 -0.6565 -3.2387 0.14
H 7.9840 -1.3050 -2.5346 0.28
H 7.2874 0.2656 -1.9417 0.33
H 5.8912 0.1678 -0.0406 0.43
H 4.8115 -0.2915 -1.2877 0.33
H 5.3604 -2.1168 1.0562 0.40
H 3.5148 -3.5541 -0.0794 0.33
H 5.0842 -3.3471 -1.0705 0.42
H 3.6354 -2.3289 -1.3402 -0.18
H 3.9216 -0.1806 1.4298 0.17
H 3.0440 -1.5852 1.4989 -0.01
C 0.8137 -2.4850 3.3116 -0.60
O 1.9209 -1.5975 3.2683 -0.16
C 2.0725 -0.6628 4.3554 -1.39
C 1.2561 0.6446 4.2808 2.49
C 1.7949 1.4834 3.1202 -1.07
N 1.4931 1.4183 5.4893 -0.77
H -0.1535 -2.0547 3.4251 0.11
H 0.8598 -3.1898 4.1937 0.37
H 0.7747 -3.0576 2.3712 0.21
H 1.8747 -1.2003 5.3193 0.39
H 3.1501 -0.4158 4.3312 0.28
H 0.2224 0.3564 4.0788 -0.91
H 2.8115 1.7917 3.3696 0.50
H 1.2691 2.3831 2.8292 0.05
H 1.8874 0.8823 2.2139 -0.13
H 1.2716 1.0000 6.3615 0.25
H 1.0007 2.2636 5.4517 0.24
C -2.1853 -3.3971 -2.9966 -0.47
O -2.4234 -4.1472 -1.8764 -0.39
C -3.2943 -3.6111 -0.9417 -0.06
C -3.2352 -4.4234 0.3497 0.10
C -4.3851 -3.8267 1.2501 -1.30
N -1.9526 -4.1879 0.9578 -0.40
H -1.8411 -2.3400 -2.8580 0.06
H -3.2043 -3.2752 -3.5075 0.30
H -1.4993 -3.9217 -3.6241 0.32
H -2.9681 -2.6025 -0.5986 -0.29
H -4.3228 -3.6265 -1.2759 0.45
H -3.4717 -5.4576 0.1696 0.36
H -4.2270 -4.1785 2.2875 0.39
H -5.3710 -4.1680 0.9506 0.44
H -4.3674 -2.7380 1.2083 0.16
H -1.8986 -4.5202 1.9139 0.22
H -1.2470 -4.6758 0.4384 0.24
C 4.0816 0.1221 -6.2144 -0.61
O 3.3124 -1.0028 -6.4097 -0.37
C 2.0487 -0.8695 -5.8351 -1.10
C 2.0189 -1.2333 -4.3466 1.24
C 2.4154 -2.7107 -4.1795 -1.54
N 0.6940 -0.8825 -3.7616 -0.55
H 5.0747 -0.0430 -6.5522 0.27
H 4.1114 0.3976 -5.1742 0.21
H 3.6027 0.9221 -6.8075 0.30
H 1.6848 0.1152 -5.9277 0.46
H 1.4568 -1.5959 -6.3653 0.35
H 2.6787 -0.5517 -3.8011 -0.14
H 2.5193 -3.0648 -3.1338 0.28
H 3.3358 -2.7729 -4.7367 0.41
H 1.7050 -3.3857 -4.6682 0.38
H -0.0099 -1.6008 -3.6695 0.07
H 0.7933 -0.4913 -2.8459 0.21
C 0.2973 5.2116 1.6595 -0.35
O 1.3129 5.5116 0.7565 -0.35
C 1.2517 4.7785 -0.5128 -0.98
C 1.6913 3.2867 -0.5356 1.38
C 3.1343 3.1457 -0.0011 -1.14
N 1.5801 2.6836 -1.8583 -0.61
H 0.5643 5.7923 2.4904 0.26
H 0.1581 4.1754 1.9602 -0.03
H -0.6505 5.6479 1.2760 0.30
H 0.2060 4.7914 -0.9130 0.32
H 1.8774 5.3029 -1.2371 0.37
H 0.9977 2.7201 0.1091 -0.57
H 3.3670 2.0904 -0.0010 0.14
H 3.1749 3.4034 1.0700 0.29
H 3.8627 3.7442 -0.5371 0.41
H 2.2978 3.0026 -2.5195 0.24
H 0.6380 2.7475 -2.4087 0.25
C -1.4299 -0.5557 0.7887 -0.19
O -1.8696 -0.6106 2.1502 -0.12
C -2.4346 0.6384 2.4791 0.45
C -3.2342 0.4219 3.7655 0.34
C -3.8488 1.7940 4.2634 -1.43
N -2.2891 -0.0455 4.7921 -0.45
H -0.7649 0.2986 0.5310 -0.16
H -2.2629 -0.5117 0.1192 -0.29
H -0.8961 -1.4356 0.6067 0.56
H -1.6909 1.3865 2.6386 0.10
H -3.1679 0.9518 1.7265 -0.46
H -4.0835 -0.2373 3.6478 0.20
H -4.8084 1.9802 3.6907 0.29
H -3.2461 2.6809 4.1575 0.30
H -4.1945 1.6617 5.2568 0.45
H -2.7116 -0.1460 5.7291 0.26
H -1.6439 -0.7465 4.4909 0.01
C -3.3043 3.4031 0.1427 -0.51
O -4.5469 3.1071 -0.4863 -0.45
C -4.8558 1.7136 -0.2966 -0.35
C -5.9713 1.4263 -1.3120 0.19
C -7.1481 2.3709 -1.0058 -1.45
N -6.2932 0.0210 -1.3357 -0.63
H -2.5555 2.6864 -0.1721 0.21
H -3.3630 3.4091 1.2337 0.20
H -3.0743 4.3980 -0.2265 0.34
H -4.0689 1.0937 -0.6443 0.22
H -5.1989 1.4622 0.6638 0.27
H -5.6071 1.6165 -2.3162 0.34
H -6.7520 3.3566 -1.0177 0.38
H -7.4476 2.2629 0.0378 0.30
H -8.0057 2.3270 -1.6278 0.42
H -5.5277 -0.5387 -1.7173 0.23
H -6.6119 -0.3129 -0.5100 0.24
O 2.0274 -0.1477 -1.3123 0.33
H 2.5372 -0.4791 -0.5046 -0.15
H 2.0897 0.8542 -1.4238 0.13
```

The energy above the lowest of the compared OMol25 structures with the same formula, charge and spin comes out at 35.6 kcal per mole. For the HOMO energy, the calculation gives -8.301 eV. The total energy is -57122.9009 eV. The spin multiplicity is 1. For the LUMO energy, the calculation gives 0.5 eV. As for the net charge: 0. The frontier orbital gap is 8.84 eV. As for the structure (SMILES): COC[C@H](C)N.COC[C@H](C)N.COC[C@H](C)N.COC[C@H](C)N.COC[C@H](C)N.COC[C@H](C)N.COC[C@H](C)N.O.